(1)
9
Properties=species:S:1:pos:R:3:forces:R:3 method="wB97M-V/def2-TZVPD" e_lumo_ev=0.55 total_energy_ha=-826.8949 homo_ev=-11.1 orbital_gap_ha=0.4281 total_charge=0
C 0.1652 1.2980 -0.8255 0.6 -3.1 -2.2
N 0.3047 0.2817 -1.4837 0.1 -0.2 -0.2
N 0.5963 0.9809 2.3747 -1.0 0.3 -0.5
N -0.3231 1.2251 1.8273 0.9 -0.6 1.3
O -1.1683 -1.4850 -0.6392 -0.2 -0.7 0.4
O 1.2233 -1.5643 -0.0412 0.4 -0.5 0.3
O 0.0731 2.3230 -0.3579 -0.3 3.0 1.0
S 0.3707 -1.4133 -1.1877 -1.0 1.6 0.7
H -1.2421 -1.6461 0.3333 0.5 0.2 -0.9

***

(2)
7
Properties=species:S:1:pos:R:3:forces:R:3 method="wB97M-V/def2-TZVPD" e_lumo_ev=0.75 total_energy_ha=-676.3345 homo_ev=-10.0 orbital_gap_ha=0.3960 total_charge=0
O 0.0553 -2.0958 -0.0509 0.5 -0.9 0.0
C 0.3614 -0.9616 -0.0635 -2.5 3.4 0.3
N -0.8443 0.1781 -0.0480 4.6 -3.8 -1.1
N -0.4058 1.3736 -0.0606 -3.1 1.8 1.0
N 0.7881 1.5980 -0.0465 1.7 -0.1 -0.5
S 1.7042 0.1199 -0.0490 0.9 -0.9 -0.1
H -1.6589 -0.2121 0.3186 -2.0 0.4 0.5

***

(3)
6
Properties=species:S:1:pos:R:3:forces:R:3 method="wB97M-V/def2-TZVPD" e_lumo_ev="-2.68 / -2.68" total_energy_ha=-600.9534 homo_ev="-9.4 / -9.4" orbital_gap_ha="0.2465 / 0.2464" total_charge=0
C 0.1542 -0.5877 0.3650 1.3 -0.3 3.2
N -0.4149 -1.3112 -0.5669 -0.7 1.8 -1.9
N -0.7075 0.3207 -1.2857 1.2 -3.1 4.2
N -0.2198 0.6920 -0.1308 -1.2 0.9 -4.7
S 1.0104 -0.7260 1.8232 -1.1 -0.2 -2.1
H 0.1776 1.6122 -0.2047 0.5 0.8 1.2

***

Let's list energy relative to the best compared isomer or geometry (same formula, charge and spin) in order: 55.73 208.83 571.77 kJ/mol.